No. 1
C5H8O | wB97M-V/def2-TZVPD

**E_LUMO**: 0.943 eV
**SMILES**: CC=C=O.C=C
**HOMO-LUMO gap**: 9.534 eV
**ΔE to the lowest compared entry with this formula, charge and spin**: 54.5 kcal/mol

Each line ends with the natural charge from an NBO analysis.
Cartesian coordinates (Å):
C 2.30 -0.16 0.58  -0.600
C 0.90 0.15 0.13  -0.545
C -1.71 -0.22 -1.23  -0.371
C -2.04 0.70 -0.33  -0.403
C -0.05 -0.40 0.84  0.719
O -0.69 -1.01 1.62  -0.503
H 2.72 0.64 1.20  0.209
H 2.27 -1.07 1.18  0.216
H 2.96 -0.34 -0.27  0.217
H 0.68 0.80 -0.70  0.249
H -1.10 0.02 -2.10  0.196
H -1.94 -1.28 -1.08  0.205
H -1.73 1.73 -0.42  0.201
H -2.56 0.43 0.58  0.210

---

No. 2
C4H4O | wB97M-V/def2-TZVPD

**E_LUMO**: 0.917 eV
**SMILES**: C#CCC=O
**HOMO-LUMO gap**: 10.848 eV
**ΔE to the lowest compared entry with this formula, charge and spin**: 42.2 kcal/mol

Each line ends with the natural charge from an NBO analysis.
Cartesian coordinates (Å):
O -1.13 1.34 0.54  -0.489
C -1.13 0.52 -0.35  0.454
C -0.27 -0.76 -0.35  -0.585
C 1.02 -0.36 0.24  -0.026
C 1.79 0.32 0.85  -0.203
H -1.73 0.65 -1.26  0.111
H -0.21 -1.16 -1.37  0.238
H -0.76 -1.52 0.28  0.261
H 2.43 0.96 1.43  0.239

---

No. 3
C31H57BrIN2O8 | wB97M-V/def2-TZVPD

**E_LUMO**: -4.062 eV
**Charge**: +1
**HOMO-LUMO gap**: 7.135 eV

Each line ends with the Mulliken charge.
Cartesian coordinates (Å):
C -0.64 2.02 4.99  -1.225
C -1.46 0.89 5.58  0.259
Br -2.92 1.57 6.64  -0.106
C -2.03 -0.08 4.52  -0.120
C -0.92 -0.77 3.82  0.360
C -0.49 -0.34 2.57  -0.271
N 0.50 -0.92 1.91  0.665
N 1.19 -1.94 2.37  -0.714
C 0.84 -2.38 3.55  -0.343
C -0.21 -1.87 4.33  -0.411
I -0.65 -2.73 6.15  0.239
H -1.20 2.57 4.23  0.285
H -0.38 2.73 5.77  0.443
H 0.29 1.66 4.55  0.262
H -0.80 0.33 6.24  0.328
H -2.67 -0.81 5.03  -0.247
H -2.64 0.52 3.84  0.436
H -0.97 0.50 2.08  0.522
H 0.76 -0.56 0.98  0.434
H 1.42 -3.20 3.93  0.471
C -5.61 -3.84 5.90  -1.191
C -5.21 -2.40 5.75  0.782
O -4.24 -2.08 5.08  -0.566
C -6.06 -1.36 6.44  -0.942
H -4.92 -4.48 5.36  0.305
H -5.60 -4.12 6.96  0.340
H -6.62 -3.99 5.52  0.351
H -6.06 -1.55 7.51  0.339
H -7.08 -1.42 6.07  0.361
H -5.66 -0.37 6.24  0.127
C 1.09 -4.49 0.63  -0.706
C 0.67 -5.70 -0.17  0.630
O 0.46 -6.76 0.37  -0.545
C 0.53 -5.52 -1.66  -1.089
H 1.15 -4.76 1.68  0.275
H 2.06 -4.13 0.30  0.364
H 0.35 -3.69 0.51  0.173
H 1.49 -5.21 -2.09  0.328
H -0.22 -4.76 -1.88  0.263
H 0.23 -6.46 -2.11  0.320
C 0.31 -1.00 -2.65  -0.607
C 0.62 0.18 -1.76  0.636
O 0.44 0.12 -0.55  -0.688
C 1.16 1.40 -2.42  -1.017
H -0.08 -1.82 -2.04  0.107
H -0.44 -0.71 -3.39  0.155
H 1.21 -1.32 -3.16  0.340
H 0.45 1.77 -3.16  0.220
H 2.09 1.16 -2.94  0.325
H 1.35 2.17 -1.68  0.338
C -6.80 4.62 3.86  -1.152
C -6.26 3.29 4.31  0.687
O -6.91 2.53 4.98  -0.535
C -4.85 2.94 3.89  -0.502
H -7.82 4.75 4.22  0.320
H -6.18 5.43 4.24  0.318
H -6.81 4.67 2.77  0.317
H -4.14 3.68 4.28  0.357
H -4.77 2.92 2.80  0.393
H -4.60 1.97 4.29  -0.212
C 3.74 -0.45 3.65  -0.622
C 4.79 0.22 4.52  0.616
O 4.68 1.38 4.83  -0.545
C 5.95 -0.63 4.97  -1.152
H 2.98 0.28 3.40  0.200
H 4.19 -0.83 2.73  0.385
H 3.29 -1.28 4.19  0.160
H 6.49 -1.01 4.11  0.331
H 5.59 -1.48 5.56  0.314
H 6.62 -0.03 5.58  0.321
C 1.56 2.00 -7.59  -1.137
C 2.32 1.96 -6.29  0.793
O 1.89 1.35 -5.33  -0.486
C 3.64 2.69 -6.25  -0.885
H 0.63 1.44 -7.49  0.278
H 1.32 3.04 -7.85  0.343
H 2.16 1.57 -8.39  0.333
H 3.48 3.75 -6.46  0.353
H 4.32 2.28 -7.01  0.234
H 4.09 2.58 -5.27  0.244
C -4.87 -0.51 -5.16  -1.189
C -3.46 -0.21 -4.72  0.858
O -2.55 -0.98 -4.94  -0.535
C -3.24 1.09 -3.98  -0.717
H -4.89 -1.47 -5.67  0.310
H -5.53 -0.56 -4.29  0.329
H -5.22 0.27 -5.83  0.335
H -3.84 1.11 -3.07  0.318
H -3.53 1.93 -4.61  0.354
H -2.19 1.19 -3.72  -0.057
C 8.48 1.70 -7.36  -1.050
C 7.38 2.08 -8.32  0.740
O 6.22 2.12 -7.97  -0.535
C 7.79 2.41 -9.73  -1.084
H 8.06 1.48 -6.38  0.277
H 9.00 0.81 -7.73  0.321
H 9.20 2.51 -7.27  0.322
H 8.28 1.56 -10.19  0.327
H 8.48 3.26 -9.73  0.331
H 6.91 2.67 -10.31  0.282

---

No. 4
C48H31CrN4S5 | wB97M-V/def2-TZVPD

**E_LUMO (alpha / beta)**: 1.245 / 0.975 eV
**Multiplicity**: 5
**Charge**: -1
**HOMO-LUMO gap (alpha / beta)**: 4.187 / 4.788 eV

Each line ends with the Mulliken charge.
Cartesian coordinates (Å):
Cr -0.01 -0.40 -0.10  0.209
C 6.39 2.83 -0.84  -0.442
C 5.33 3.54 -0.29  -0.933
C 4.02 3.17 -0.53  -0.588
C 3.71 2.06 -1.35  1.334
C 4.81 1.35 -1.89  -0.534
C 6.11 1.73 -1.64  -0.923
C 2.35 1.58 -1.48  0.422
C 2.01 0.37 -2.19  -0.400
C 2.48 -0.07 -3.45  -1.274
C 1.77 -1.20 -3.79  -1.138
C 0.88 -1.46 -2.72  0.012
C 0.11 -2.65 -2.51  0.655
C -0.52 -3.34 -3.65  0.934
C -0.56 -2.73 -4.92  -0.231
C -1.21 -3.31 -5.99  -1.057
C -1.88 -4.52 -5.84  -0.349
C -1.91 -5.11 -4.58  -1.086
C -1.25 -4.53 -3.51  -0.579
C -0.01 -3.15 -1.19  0.290
N -0.03 -2.35 -0.08  0.698
C -0.01 -3.16 1.03  0.329
C -0.14 -2.69 2.34  0.791
C 0.08 -3.66 3.45  -0.717
C -0.78 -4.72 3.72  -0.146
C -0.46 -5.65 4.70  -0.690
C 0.71 -5.54 5.42  -0.334
C 1.57 -4.47 5.18  -0.838
C 1.25 -3.54 4.21  -0.072
C -0.42 -1.35 2.67  0.333
C -0.81 -0.86 3.96  -1.320
C -1.17 0.45 3.80  -1.366
C -0.96 0.78 2.43  -0.373
N -0.50 -0.33 1.76  0.790
C -1.05 2.05 1.86  0.553
C -0.40 2.40 0.67  0.463
C -0.10 3.72 0.21  -0.472
C 0.96 3.60 -0.66  -1.733
C 1.28 2.22 -0.76  -0.739
N 0.40 1.50 -0.01  1.023
C -1.72 3.13 2.63  -0.729
C -3.10 3.28 2.53  -0.304
C -3.75 4.32 3.19  -0.848
C -3.02 5.21 3.96  -0.421
C -1.65 5.05 4.09  -0.836
C -1.00 4.02 3.42  0.066
C 0.09 -4.52 0.60  -1.143
C 0.04 -4.52 -0.77  -1.535
N 1.04 -0.48 -1.77  0.553
H 7.42 3.11 -0.62  0.362
H 5.53 4.39 0.36  0.374
H 3.22 3.71 -0.05  0.342
H 4.63 0.47 -2.48  0.392
H 6.92 1.15 -2.06  0.373
H 3.21 0.44 -4.06  0.750
H 1.92 -1.80 -4.67  0.779
H -0.12 -1.75 -5.05  0.295
H -1.20 -2.81 -6.95  0.381
H -2.41 -4.96 -6.67  0.374
H -2.47 -6.02 -4.43  0.385
H -1.34 -4.99 -2.55  0.489
H -1.70 -4.81 3.15  0.443
H -1.13 -6.48 4.89  0.369
H 0.97 -6.28 6.17  0.376
H 2.49 -4.38 5.74  0.363
H 1.92 -2.71 4.00  0.458
H -0.82 -1.44 4.87  0.515
H -1.53 1.13 4.56  0.562
H -0.60 4.62 0.53  0.618
H 1.45 4.39 -1.20  0.810
H -3.66 2.59 1.91  1.205
H -4.82 4.43 3.10  0.459
H -3.52 6.03 4.46  0.377
H -1.08 5.73 4.71  0.396
H 0.07 3.90 3.52  0.497
H 0.18 -5.38 1.24  0.584
H 0.16 -5.38 -1.40  0.690
C -4.03 4.14 -0.26  -0.826
S -3.95 2.35 -0.58  -0.084
C -2.78 2.32 -1.89  0.908
C -2.03 1.23 -2.13  -0.695
S -2.15 -0.25 -1.23  -0.280
S -0.94 1.37 -3.51  0.222
C -1.36 2.98 -3.98  -0.072
S -0.68 3.78 -5.24  -0.268
S -2.58 3.69 -2.96  -0.188
H -4.66 4.26 0.62  0.305
H -4.48 4.66 -1.11  0.447
H -3.04 4.53 -0.05  0.212